1.
The following is a DFT calculation (the ωB97M-V functional and the def2-TZVPD basis) of 3 unconnected molecules or ions with the total composition C33H59ClN2O8.

Output
Energy   -67040.4768 eV
Molecular weight   647.294 g/mol
HOMO level (spin up / spin down)   -8.700 / -8.700 eV

ORCA input file:
```
! RIJCOSX wB97M-V def2-TZVPD def2/J DEFGRID3
* xyz 0 3
C 3.209 0.003 -0.071
O 4.624 0.005 -0.495
C 4.700 0.189 -1.962
C 4.523 -1.258 -2.782
C 3.616 -1.007 -4.134
C 2.140 -1.711 -4.013
C 1.112 -0.622 -3.273
C -0.284 -0.416 -4.154
C -1.615 -0.224 -3.192
C -1.817 -1.734 -2.596
C -1.530 -1.675 -0.834
C -2.553 -2.723 0.083
O -2.686 -1.079 0.017
O -2.938 -0.003 -3.868
C -3.901 0.605 -2.892
O -5.219 0.426 -3.031
O -3.104 1.311 -1.867
C -1.661 1.086 -2.214
C -1.223 2.565 -2.773
C -1.529 2.840 -4.356
O -2.770 2.851 -4.918
Cl -0.138 3.229 -5.575
H 2.715 -1.002 -0.427
H 3.110 0.075 1.111
H 2.667 0.963 -0.514
H 3.914 0.995 -2.348
H 5.779 0.612 -2.195
H 5.570 -1.674 -3.103
H 4.034 -2.031 -2.021
H 3.450 0.155 -4.341
H 4.132 -1.454 -5.100
H 2.169 -2.742 -3.416
H 1.736 -1.934 -5.115
H 0.926 -1.034 -2.194
H 1.636 0.440 -3.146
H -0.110 0.472 -4.896
H -0.388 -1.410 -4.800
H -1.067 -2.538 -3.003
H -2.947 -2.013 -2.714
H -0.339 -1.541 -0.456
H -3.679 -2.622 0.296
H -2.764 -3.279 -0.954
H -1.025 1.033 -1.205
H -0.097 2.720 -2.466
H -1.865 3.356 -2.155
C -2.673 7.340 1.300
C -1.553 6.261 1.312
C -0.655 6.367 2.581
C 0.261 7.588 2.569
C 1.090 7.623 1.293
C 0.203 7.562 0.022
N -0.752 6.399 0.046
O -0.003 5.217 -0.115
C -0.569 8.906 -0.107
C 1.118 7.551 -1.238
C -2.350 4.924 1.425
H -2.850 7.733 0.297
H -3.648 6.945 1.607
H -2.463 8.167 1.984
H -0.029 5.476 2.673
H -1.277 6.391 3.478
H -0.332 8.501 2.669
H 0.928 7.560 3.447
H 1.694 8.539 1.284
H 1.805 6.789 1.300
H -1.225 8.904 -0.985
H 0.126 9.750 -0.215
H -1.165 9.165 0.761
H 1.802 6.697 -1.264
H 1.744 8.451 -1.265
H 0.520 7.541 -2.158
H -3.019 4.787 0.567
H -2.976 4.942 2.328
H -1.709 4.043 1.516
C 1.809 -6.982 3.990
C 1.120 -6.043 2.960
C 0.161 -5.026 3.648
C -1.111 -5.672 4.193
C -1.821 -6.459 3.101
C -0.887 -7.506 2.438
N 0.400 -6.897 1.952
O 0.105 -6.085 0.839
C -0.607 -8.640 3.465
C -1.664 -8.234 1.302
C 2.312 -5.224 2.374
H 1.905 -8.002 3.612
H 2.838 -6.683 4.217
H 1.290 -6.999 4.953
H -0.133 -4.248 2.939
H 0.680 -4.512 4.460
H -0.868 -6.320 5.039
H -1.783 -4.893 4.589
H -2.697 -6.960 3.534
H -2.212 -5.765 2.346
H 0.065 -9.397 3.046
H -1.537 -9.146 3.756
H -0.189 -8.298 4.406
H -2.017 -7.555 0.520
H -2.554 -8.734 1.705
H -1.041 -9.006 0.832
H 3.040 -5.880 1.883
H 2.837 -4.702 3.186
H 2.001 -4.451 1.667
*
```

2.
The following is a DFT calculation (the ωB97M-V functional and the def2-TZVPD basis) of a molecular structure, C38H47I2N2OTa.

Output
Energy   -62912.7708 eV
Molecular weight   982.563 g/mol
HOMO level   -19.847 eV

ORCA input file:
```
! RIJCOSX wB97M-V def2-TZVPD def2/J DEFGRID3
* xyz 4 1
Ta -0.185 -0.192 -0.240
C -0.230 0.054 2.207
C -1.560 0.368 1.820
C -1.434 1.401 0.794
C -0.033 1.786 0.803
C 0.674 1.071 1.799
C 1.944 1.414 2.528
C 2.884 2.344 1.766
C 2.697 0.196 3.069
C 1.361 2.203 3.741
C -2.418 2.467 0.224
C -2.415 3.640 1.221
C -3.840 1.954 -0.001
C -1.938 2.999 -1.130
C -2.727 -0.243 2.616
C -3.883 -0.893 1.846
C -3.262 0.931 3.477
C -2.211 -1.291 3.615
H 0.026 -0.721 2.911
H 0.323 2.656 0.273
H 3.479 1.805 1.032
H 3.585 2.793 2.470
H 2.362 3.169 1.276
H 3.074 -0.445 2.272
H 2.091 -0.402 3.752
H 3.559 0.544 3.638
H 0.832 3.103 3.422
H 2.197 2.507 4.372
H 0.690 1.588 4.343
H -2.718 3.348 2.223
H -3.115 4.399 0.869
H -1.429 4.107 1.285
H -4.354 1.690 0.916
H -3.844 1.095 -0.680
H -4.427 2.742 -0.475
H -0.936 3.431 -1.098
H -2.602 3.809 -1.431
H -1.991 2.226 -1.899
H -4.197 -0.339 0.967
H -4.740 -0.964 2.515
H -3.626 -1.912 1.556
H -3.842 1.648 2.905
H -2.455 1.455 3.994
H -3.920 0.510 4.238
H -1.686 -2.124 3.142
H -3.072 -1.714 4.132
H -1.566 -0.857 4.381
C 0.523 -4.275 1.660
C -0.064 -3.103 1.195
N 0.623 -2.144 0.565
C 1.967 -2.327 0.397
C 2.633 -3.475 0.828
C 1.873 -4.469 1.477
C 4.047 -3.599 0.605
C 4.734 -2.625 -0.031
C 4.065 -1.435 -0.477
C 4.718 -0.393 -1.165
C 4.006 0.717 -1.557
C 2.656 0.806 -1.230
N 2.012 -0.162 -0.576
C 2.699 -1.287 -0.231
H -0.092 -5.012 2.159
H -1.122 -2.937 1.349
H 2.354 -5.373 1.831
H 4.549 -4.494 0.950
H 5.798 -2.724 -0.210
H 5.777 -0.473 -1.380
H 4.480 1.534 -2.084
H 2.090 1.696 -1.477
I -2.322 -1.981 -1.049
C -4.044 -1.205 -2.221
I -3.643 0.167 -3.731
H -4.713 -0.819 -1.460
H -4.374 -2.152 -2.638
C 0.027 2.035 -3.742
C 0.075 0.604 -3.350
O -0.187 0.343 -2.074
C 0.380 -0.439 -4.227
C 0.525 -1.784 -3.782
C 0.795 -2.783 -4.676
C 0.921 -2.476 -6.041
C 0.789 -1.166 -6.505
C 0.530 -0.154 -5.614
H -0.040 2.680 -2.874
H -0.852 2.219 -4.368
H 0.899 2.301 -4.340
H 0.433 -2.025 -2.731
H 0.913 -3.806 -4.346
H 1.129 -3.271 -6.747
H 0.891 -0.950 -7.560
H 0.422 0.856 -5.984
*
```